No. 1
This record from OMol25 describes a molecular structure, C47H68CrN5PSi2. The level of theory is ωB97M-V/def2-TZVPD.

Last column: Mulliken spin population.
Geometry (Å):
Cr  0.19  -0.31  0.96  2.81
C  3.38  -3.21  0.75  0.20
C  4.52  -2.42  1.00  0.02
C  4.37  -1.07  1.14  0.11
C  3.09  -0.47  1.04  0.08
N  1.98  -1.26  0.78  0.13
C  2.16  -2.56  0.63  -0.10
C  2.86  0.91  1.23  0.14
C  3.88  1.84  1.54  0.10
C  3.58  3.13  1.85  0.02
C  2.23  3.53  1.84  0.15
C  1.29  2.59  1.47  -0.04
N  1.55  1.33  1.15  0.04
H  3.44  -4.28  0.65  0.01
H  5.49  -2.88  1.07  0.00
H  5.24  -0.46  1.32  0.02
H  1.26  -3.13  0.39  0.00
H  4.91  1.51  1.53  0.02
H  4.36  3.84  2.11  0.00
H  1.94  4.53  2.09  0.01
H  0.25  2.89  1.44  0.00
C  -1.68  -2.48  -1.64  -0.08
Si  -1.96  -1.34  -0.09  -0.34
C  -3.53  -0.31  -0.65  -0.09
C  -2.91  -2.72  0.91  0.11
C  -4.11  -3.26  0.48  -0.01
C  -4.67  -4.36  1.08  0.00
C  -4.02  -4.96  2.15  0.00
C  -2.83  -4.43  2.60  0.00
C  -2.27  -3.31  2.00  0.01
Si  -0.62  -2.50  2.58  -0.33
C  0.53  -4.06  2.80  -0.03
C  -1.05  -2.11  4.44  -0.04
H  -2.59  -2.62  -2.22  0.00
H  -1.32  -3.46  -1.34  0.00
H  -0.95  -2.02  -2.28  0.04
H  -4.05  -0.76  -1.49  0.00
H  -3.26  0.70  -0.94  0.03
H  -4.24  -0.22  0.16  -0.01
H  -4.61  -2.81  -0.37  0.00
H  -5.61  -4.77  0.72  0.00
H  -4.44  -5.84  2.62  0.00
H  -2.32  -4.91  3.44  0.00
H  0.16  -4.69  3.61  0.00
H  1.56  -3.80  3.03  0.00
H  0.52  -4.66  1.90  0.00
H  -1.61  -2.93  4.88  0.00
H  -1.66  -1.22  4.53  0.01
H  -0.15  -1.95  5.03  0.00
C  -3.99  1.84  4.97  0.00
C  -3.83  1.00  3.70  0.00
C  -3.75  1.82  2.44  0.00
C  -4.90  2.51  2.09  0.00
C  -4.98  3.24  0.92  0.00
C  -3.88  3.27  0.08  0.00
C  -2.71  2.59  0.39  -0.01
C  -1.57  2.73  -0.57  -0.02
C  -1.04  4.17  -0.59  0.00
C  -2.62  1.86  1.59  -0.01
N  -1.43  1.20  1.95  0.01
C  -0.98  1.47  3.15  0.00
C  0.12  0.81  3.71  -0.02
C  0.73  0.99  4.96  0.00
C  1.78  0.10  5.00  0.01
C  1.77  -0.58  3.77  -0.04
N  0.77  -0.16  3.00  0.04
H  -4.13  1.20  5.83  0.00
H  -4.85  2.50  4.90  0.00
H  -3.11  2.46  5.15  0.00
H  -4.70  0.35  3.62  0.00
H  -2.95  0.36  3.81  0.00
H  -5.76  2.46  2.74  0.00
H  -5.89  3.76  0.66  0.00
H  -3.93  3.84  -0.83  0.00
H  -1.92  2.47  -1.58  0.00
H  -0.77  2.02  -0.33  0.03
H  -1.74  4.81  -1.12  0.00
H  -0.07  4.23  -1.08  0.00
H  -0.94  4.54  0.43  0.00
H  -1.45  2.26  3.74  0.01
H  0.42  1.66  5.74  0.00
H  2.48  -0.07  5.80  0.00
H  2.43  -1.37  3.46  -0.01
C  2.76  -2.21  -2.42  -0.01
C  2.09  -1.48  -3.59  0.00
C  3.09  -1.33  -4.74  0.00
C  1.00  -2.43  -4.08  0.00
P  1.29  0.14  -2.74  0.03
N  0.63  -0.04  -1.38  -0.06
C  2.79  1.43  -2.75  0.00
C  3.31  2.00  -4.07  0.00
C  3.96  0.75  -2.04  0.01
C  2.31  2.57  -1.84  0.00
C  0.07  0.87  -4.13  0.00
C  -1.28  0.21  -3.84  0.00
C  0.43  0.67  -5.60  0.00
C  -0.12  2.37  -3.90  0.00
H  2.84  -3.28  -2.62  0.00
H  2.13  -2.07  -1.55  0.02
H  3.75  -1.83  -2.20  0.01
H  3.41  -2.32  -5.04  0.00
H  3.97  -0.78  -4.44  0.00
H  2.64  -0.84  -5.60  0.00
H  1.46  -3.34  -4.47  0.00
H  0.38  -2.01  -4.86  0.00
H  0.36  -2.73  -3.25  0.00
H  3.57  1.22  -4.77  0.00
H  4.20  2.59  -3.86  0.00
H  2.59  2.65  -4.55  0.00
H  4.50  0.07  -2.69  0.00
H  3.59  0.21  -1.17  0.02
H  4.68  1.50  -1.69  0.00
H  1.82  3.36  -2.40  0.00
H  3.14  3.02  -1.30  0.00
H  1.62  2.16  -1.11  0.01
H  -1.36  -0.78  -4.28  0.00
H  -2.10  0.81  -4.24  0.00
H  -1.40  0.13  -2.76  0.00
H  0.52  -0.37  -5.86  0.00
H  1.36  1.18  -5.86  0.00
H  -0.37  1.09  -6.21  0.00
H  -0.24  2.56  -2.84  0.00
H  -1.01  2.71  -4.42  0.00
H  0.71  2.95  -4.28  0.00

For the HOMO energy (spin up / spin down), the calculation gives -2.591 / -4.213 eV. The spin multiplicity is 4. The total charge is -1.

No. 2
This record from OMol25 describes a molecular structure, C47H76As4F5NOP2Ti. The level of theory is ωB97M-V/def2-TZVPD.

Last column: Mulliken spin population.
Geometry (Å):
Ti  1.09  0.66  0.35  0.70
C  4.83  2.50  0.21  0.00
C  4.06  2.37  -1.10  -0.01
C  4.79  3.00  -2.28  0.00
P  2.24  2.83  -0.83  0.05
C  2.07  4.73  -0.78  0.00
C  3.13  5.58  -1.47  0.00
C  0.67  5.18  -1.21  0.00
C  1.61  2.33  -2.45  -0.01
C  1.34  3.17  -3.53  0.00
C  0.83  2.68  -4.71  0.00
C  0.59  1.32  -4.82  0.00
C  0.88  0.47  -3.78  0.00
C  1.40  0.94  -2.56  0.02
N  1.71  0.09  -1.49  -0.03
C  2.27  -1.12  -1.87  0.03
C  2.92  -1.25  -3.11  0.00
C  3.20  -2.48  -3.67  0.00
C  2.81  -3.64  -3.02  0.00
C  2.38  -3.53  -1.71  0.00
C  2.23  -2.30  -1.08  -0.03
P  2.21  -2.13  0.74  0.10
C  2.64  -3.89  1.32  0.00
C  2.61  -3.93  2.84  0.00
C  3.92  -4.57  0.84  0.00
C  3.86  -1.17  0.82  -0.08
C  4.35  -0.97  2.25  0.00
C  5.01  -1.67  -0.05  0.00
H  5.85  2.12  0.09  0.00
H  4.33  1.93  0.99  0.01
H  4.88  3.54  0.52  0.00
H  3.95  1.30  -1.32  0.01
H  5.24  3.96  -2.02  0.00
H  4.13  3.14  -3.13  0.00
H  5.61  2.34  -2.59  0.00
H  2.17  4.92  0.30  0.00
H  3.17  5.40  -2.54  0.00
H  4.12  5.41  -1.04  0.00
H  2.89  6.63  -1.31  0.00
H  0.16  5.68  -0.39  0.00
H  0.72  5.89  -2.04  0.00
H  0.04  4.36  -1.54  0.00
H  1.54  4.23  -3.45  0.00
H  0.63  3.34  -5.54  0.00
H  0.19  0.91  -5.74  0.00
H  0.75  -0.59  -3.92  0.00
H  3.20  -0.35  -3.64  0.00
H  3.71  -2.53  -4.63  0.00
H  2.91  -4.61  -3.48  0.00
H  2.16  -4.43  -1.16  0.00
H  1.78  -4.47  0.96  0.00
H  3.51  -3.49  3.27  0.00
H  2.56  -4.97  3.19  0.00
H  1.75  -3.39  3.23  0.00
H  4.77  -4.22  1.42  0.00
H  4.13  -4.40  -0.21  0.00
H  3.84  -5.64  1.00  0.00
H  3.54  -0.18  0.44  0.06
H  4.71  -1.91  2.67  0.00
H  3.57  -0.57  2.89  0.00
H  5.19  -0.28  2.26  0.00
H  5.56  -2.47  0.44  0.00
H  5.71  -0.85  -0.21  0.00
H  4.68  -2.03  -1.02  0.00
C  -2.76  4.46  0.99  0.00
As  -2.90  2.52  0.74  0.24
C  -4.29  2.19  2.07  -0.01
C  -4.01  2.75  -1.01  0.25
C  -4.41  1.48  -1.73  0.00
C  -5.20  0.58  -0.78  0.02
C  -3.19  0.75  -2.28  0.00
As  -1.50  0.31  -1.19  0.06
C  -2.17  -0.87  0.23  0.04
C  -1.26  -1.29  -2.35  0.03
C  -5.33  1.94  -2.88  -0.01
As  -6.07  0.88  -4.42  0.01
C  -4.46  0.73  -5.56  0.00
C  -6.14  -1.02  -3.85  0.00
H  -3.76  4.89  1.09  0.00
H  -2.24  4.93  0.16  -0.01
H  -2.19  4.66  1.90  -0.01
H  -5.28  2.46  1.72  0.00
H  -4.04  2.80  2.94  0.00
H  -4.28  1.15  2.38  0.00
H  -3.36  3.36  -1.65  0.01
H  -4.88  3.34  -0.72  0.01
H  -4.55  0.28  0.05  0.00
H  -5.55  -0.31  -1.30  0.00
H  -6.06  1.11  -0.38  0.00
H  -2.78  1.34  -3.11  0.00
H  -3.53  -0.21  -2.69  0.00
H  -3.04  -1.44  -0.09  0.00
H  -2.39  -0.34  1.16  -0.01
H  -1.34  -1.57  0.43  -0.02
H  -2.08  -1.99  -2.16  0.00
H  -0.32  -1.79  -2.12  -0.01
H  -1.28  -1.03  -3.41  0.00
H  -4.83  2.77  -3.40  0.00
H  -6.22  2.38  -2.42  0.00
H  -3.98  1.70  -5.66  0.00
H  -4.76  0.40  -6.56  0.00
H  -3.73  0.02  -5.17  0.00
H  -6.85  -1.15  -3.04  0.00
H  -5.17  -1.40  -3.55  0.00
H  -6.49  -1.60  -4.70  0.00
C  0.54  -1.55  4.77  0.00
As  -0.73  -1.39  3.28  0.02
C  -2.29  -1.21  4.47  0.00
C  -1.12  -3.34  2.80  0.01
C  -1.55  -4.20  3.92  0.00
C  -0.63  -4.83  4.75  0.00
C  -1.04  -5.62  5.81  0.00
C  -2.39  -5.79  6.07  0.00
C  -3.32  -5.16  5.26  0.00
C  -2.91  -4.38  4.20  0.00
H  0.38  -2.45  5.36  0.00
H  0.39  -0.68  5.40  0.00
H  1.57  -1.53  4.41  0.00
H  -2.27  -1.96  5.25  0.00
H  -3.22  -1.30  3.91  0.00
H  -2.26  -0.22  4.92  0.00
H  -0.24  -3.74  2.30  0.00
H  -1.93  -3.28  2.06  0.00
H  0.43  -4.71  4.55  0.00
H  -0.30  -6.10  6.44  0.00
H  -2.71  -6.41  6.88  0.00
H  -4.37  -5.28  5.46  0.00
H  -3.64  -3.91  3.56  0.00
O  -1.64  1.21  2.99  0.10
C  -1.37  1.98  2.09  0.22
F  -0.20  3.15  0.45  0.03
C  -0.07  2.13  1.46  0.13
F  1.58  0.21  1.96  0.01
C  0.90  2.66  2.48  0.08
F  0.71  3.97  2.75  0.00
F  2.21  2.59  2.08  0.02
F  0.85  2.01  3.64  0.00

The energy above the lowest of the compared OMol25 structures with the same formula, charge and spin is 185.6 kJ/mol. For the HOMO energy (spin up / spin down), the calculation gives -5.913 / -7.392 eV. The spin multiplicity is 3.